No. 1
# C63H59N8O9PbSTe

C63H59N8O9PbSTe as an isolated structure (the ωB97M-V functional and the def2-TZVPD basis, the OMol25 dataset).

Element x y z (Å)
C  -3.99  6.89  1.15
C  1.61  -0.84  4.92
H  -0.42  5.04  -0.76
H  4.31  3.00  -0.40
H  -1.80  1.15  -4.86
C  -4.41  4.88  -2.74
H  3.10  -0.92  -6.91
C  -0.75  -0.91  4.43
C  -1.91  5.74  0.60
H  3.44  -2.80  2.33
H  -0.14  6.86  0.99
C  -3.08  -1.00  3.86
C  -2.69  -1.32  2.54
C  -3.39  4.52  4.99
C  -5.50  6.97  1.20
H  1.98  -5.16  -6.28
C  -2.11  -0.78  4.79
C  -2.13  4.38  4.43
C  1.18  -4.47  -6.07
C  -6.03  3.19  -2.08
C  -5.00  4.08  -1.75
N  0.24  -2.98  -0.92
C  -0.46  -1.25  3.09
H  -3.03  2.45  -4.89
C  -6.48  3.13  -3.40
H  -1.30  9.43  3.03
C  0.95  0.86  -3.71
H  -0.96  3.41  2.90
C  -6.68  2.27  -1.07
O  6.87  2.41  -3.29
H  -5.11  2.41  2.97
C  -1.22  6.87  1.04
C  1.47  -3.19  -5.65
H  3.74  1.65  -5.19
H  -2.96  6.32  -3.41
H  -5.44  3.86  4.94
C  3.43  -4.76  -0.41
H  4.80  -4.47  1.19
Pb  -0.30  -0.46  -0.23
C  0.27  -0.39  -3.78
H  -3.54  5.16  5.85
C  3.12  1.27  -0.67
H  -4.42  5.39  -4.81
C  0.44  -2.30  -5.37
O  2.73  2.45  1.33
C  1.43  -3.37  -0.41
C  -3.03  2.90  2.75
C  0.32  -0.72  5.34
H  2.42  -0.66  5.61
C  -3.26  8.00  1.56
H  -2.21  -4.32  -5.97
H  2.49  2.47  -6.15
H  2.50  -2.87  -5.51
C  -5.93  3.93  -4.39
H  0.09  -0.46  6.37
H  -1.29  4.91  4.85
C  1.88  -2.75  0.84
H  -2.36  -0.50  5.80
C  -0.89  -2.70  -5.49
H  -1.66  3.83  -0.42
O  6.19  3.77  -1.77
S  -2.30  1.98  -2.65
H  -4.34  0.86  -3.22
H  -5.95  6.77  0.23
C  4.85  0.68  -2.81
N  1.03  -1.86  1.37
H  -2.38  5.23  -2.14
H  -7.31  3.24  -5.89
H  2.67  2.83  -4.43
C  3.86  -4.17  0.75
C  3.82  -0.18  -2.50
C  -0.15  -4.88  -6.19
C  -3.25  5.81  -2.48
C  -4.28  3.00  3.35
N  -3.47  2.48  0.31
C  -1.08  4.63  0.02
H  -1.31  2.83  -4.63
C  -1.17  -4.00  -5.89
H  -2.99  -0.29  -2.95
H  2.27  -5.78  -2.64
H  -0.42  4.18  0.77
Te  -4.57  4.09  0.33
H  1.41  -0.98  -7.44
H  2.26  0.57  -7.38
C  4.16  2.11  -0.99
O  -0.55  -0.92  -3.01
C  1.91  -1.21  3.60
H  -6.68  4.87  -6.16
O  1.04  1.25  0.53
H  -1.38  10.09  1.40
C  -3.47  0.62  -2.61
C  -0.23  -3.60  -1.98
H  -0.38  -5.89  -6.52
H  -4.13  -0.91  4.10
C  2.19  -4.38  -0.99
H  -1.68  -2.00  -5.25
C  5.02  1.82  -2.06
C  -4.89  4.78  -4.04
O  1.95  -0.74  -1.15
C  -4.46  3.80  4.47
N  6.10  2.73  -2.39
C  -1.95  3.56  3.32
C  1.77  0.95  -4.80
C  -2.10  2.11  -4.43
H  -7.28  2.82  -0.35
H  -1.18  -3.26  -2.36
C  0.91  -1.45  2.68
H  -5.82  7.97  1.51
C  2.14  -0.39  -6.89
C  -3.30  5.76  0.68
N  -1.44  -1.44  2.17
H  -5.66  3.48  -6.47
H  -3.47  6.57  -1.74
C  2.89  0.06  -1.42
H  -7.28  2.44  -3.65
C  -1.09  9.21  1.98
N  0.72  -0.99  -4.94
H  5.51  0.46  -3.63
H  -3.78  0.52  -1.57
O  -1.99  1.25  1.46
H  4.03  -5.52  -0.90
N  1.68  -0.18  -5.53
O  4.15  -1.23  -4.52
H  -3.44  -1.46  1.77
C  2.25  1.69  0.50
H  2.94  -1.23  3.29
C  -2.83  2.15  1.45
H  -7.33  1.56  -1.57
H  -5.92  6.26  1.92
H  -3.78  8.88  1.91
H  -0.02  9.06  1.87
N  3.66  -1.32  -3.40
C  0.46  -4.64  -2.63
C  1.68  -5.01  -2.15
H  -5.93  1.70  -0.52
H  0.03  -5.10  -3.51
C  -6.43  3.87  -5.80
C  2.72  2.04  -5.17
H  0.82  1.60  -2.94
C  -1.86  8.00  1.52
C  3.08  -3.21  1.40
O  3.05  -2.30  -3.02

Output
Kohn-Sham gap (alpha / beta) (eV): 7.5 / 5.5
Lowest unoccupied orbital energy (alpha / beta) (eV): 0.1 / -1.9
HOMO (alpha / beta) (Eh): -0.27174 / -0.27145
2S+1: 2

No. 2
# C37H34ClN2O9P2ReS3

C37H34ClN2O9P2ReS3 as an isolated structure at a distorted geometry (the ωB97M-V functional and the def2-TZVPD basis, the OMol25 dataset).

Element x y z (Å)
O  -0.42  -1.66  -1.22
H  -0.05  3.20  -2.61
H  0.37  3.93  -0.41
C  2.31  3.58  1.98
C  -0.98  -1.12  2.53
C  3.44  -4.73  0.20
H  3.55  -0.50  0.85
H  0.17  5.62  -0.93
C  1.36  -3.49  0.05
C  3.93  -4.02  -0.89
H  5.33  -5.62  0.71
H  -5.71  -1.67  1.90
C  -3.18  0.47  1.30
H  5.06  -1.85  2.20
O  -1.69  2.15  -4.56
C  2.67  2.54  -0.59
H  4.07  -5.81  1.94
C  -0.50  -0.37  1.44
C  2.85  1.99  -1.88
C  -4.96  1.59  2.42
H  -0.20  4.89  -3.12
C  3.02  4.31  1.01
C  -5.69  0.41  2.45
P  -2.17  -1.96  -4.49
H  -7.35  1.33  3.47
C  1.95  1.80  0.39
N  -1.61  4.63  -0.38
C  -0.11  -1.84  3.30
S  -4.10  3.72  -0.82
H  -3.48  -1.64  0.87
C  1.76  -1.07  1.94
H  3.41  2.56  -2.61
O  -1.16  1.96  0.34
H  -1.80  4.65  0.61
O  -2.06  -0.35  -4.70
O  -0.87  0.50  -2.72
H  3.55  -2.52  -2.38
C  1.89  -2.79  -1.03
C  2.18  -2.62  3.78
C  1.27  -1.85  3.01
H  0.36  -3.28  0.40
H  1.75  -5.00  1.49
H  -0.42  -3.05  -5.10
C  2.14  -4.45  0.65
C  -0.28  4.62  -0.95
H  4.02  -6.77  0.46
C  2.33  0.77  -2.20
C  1.63  0.04  -1.22
H  2.18  4.00  2.97
H  -3.15  2.56  1.76
C  3.51  -2.62  3.49
C  3.16  -1.08  1.67
O  -2.94  -2.60  -5.54
O  0.31  0.54  -4.84
H  4.20  -3.21  4.08
C  -2.54  4.14  -1.21
H  -5.38  2.49  2.82
H  3.75  4.36  -1.00
H  1.23  1.81  2.43
C  1.42  0.52  0.05
C  0.84  -0.32  1.14
C  -5.14  -0.75  1.89
S  0.99  -1.50  -1.85
S  -1.64  0.59  0.43
H  4.92  -4.22  -1.26
P  -1.12  0.84  -4.26
H  -2.45  3.46  -3.13
O  -2.67  -2.00  -3.01
C  1.78  2.36  1.68
N  -1.98  4.01  -2.43
C  -3.89  -0.72  1.31
C  3.16  -3.05  -1.52
H  -2.03  -1.12  2.78
C  4.26  -5.78  0.86
O  -0.64  -2.41  -4.39
H  1.79  -3.21  4.61
C  -3.70  1.63  1.84
C  -0.54  4.15  -2.40
H  3.44  5.28  1.26
C  -7.06  0.36  3.05
H  -7.80  0.09  2.30
H  -7.12  -0.38  3.85
H  2.43  0.37  -3.20
C  3.20  3.81  -0.25
H  -0.48  -2.41  4.14
C  4.00  -1.84  2.42
Re  -2.11  -0.59  -1.76
Cl  -4.16  0.27  -1.91
H  0.45  0.95  -5.72

Output
Kohn-Sham gap (alpha / beta) (eV): 5.6 / 5.1
Total charge: +1
Lowest unoccupied orbital energy (alpha / beta) (eV): -4.1 / -4.6
HOMO (alpha / beta) (Eh): -0.35625 / -0.35630
2S+1: 4

No. 3
# C4H5N

C4H5N as an isolated structure at a distorted geometry (the ωB97M-V functional and the def2-TZVPD basis, the OMol25 dataset).

Element x y z (Å)
C  -0.06  1.02  0.30
H  1.85  -1.40  1.22
H  2.79  -1.17  -0.49
C  -1.34  0.16  0.01
N  -2.09  -0.85  -0.12
C  0.97  0.18  -0.37
C  1.98  -0.57  0.12
H  -0.23  0.85  1.44
H  0.95  0.94  -1.47
H  0.00  1.95  -0.22

Output
Kohn-Sham gap (eV): 11.0
Lowest unoccupied orbital energy (eV): 0.6
HOMO (Eh): -0.38089
2S+1: 1